No. 1
The following is a DFT calculation (wB97M-V/def2-TZVPD) of a structure of composition C37H33BrF11N6NaO5.

The geometry in XYZ format:
```
94
C37H33BrF11N6NaO5 wB97M-V/def2-TZVPD
Na 1.20 -0.17 0.09
O 1.91 2.86 -1.47
C 2.10 2.74 -2.73
C 3.21 3.32 -3.40
C 3.39 3.20 -4.76
C 2.47 2.51 -5.56
C 1.37 1.94 -4.93
C 1.18 2.02 -3.56
C -0.01 1.35 -2.92
O -0.29 1.83 -1.66
N 0.24 -0.12 -2.88
N -0.69 -0.84 -2.23
C -1.00 -1.97 -2.74
C -1.89 -2.95 -2.12
Br -2.05 -2.90 -0.25
C -2.53 -3.92 -2.78
C -2.62 -4.13 -4.24
C -2.83 -5.43 -4.70
C -2.94 -5.71 -6.05
C -2.86 -4.69 -6.99
C -2.69 -3.39 -6.55
C -2.58 -3.11 -5.19
H 0.56 2.31 -1.37
H 3.93 3.85 -2.78
H 4.26 3.65 -5.22
H 2.60 2.42 -6.63
H 0.62 1.41 -5.52
H -0.89 1.50 -3.57
H 0.51 -0.50 -3.79
H -0.53 -2.30 -3.68
H -3.04 -4.67 -2.19
H -2.88 -6.24 -3.98
H -3.08 -6.74 -6.38
H -2.95 -4.91 -8.05
H -2.65 -2.57 -7.26
H -2.48 -2.08 -4.87
O -5.32 2.08 4.14
C -5.50 1.85 2.74
C -4.20 1.40 2.13
C -3.84 1.81 0.86
C -2.65 1.33 0.30
N -1.85 0.50 0.94
C -2.18 0.12 2.17
C -3.35 0.53 2.80
C -1.19 -0.80 2.85
C -1.45 -1.40 4.07
C -0.46 -2.18 4.66
C -0.69 -2.82 6.00
O -0.99 -1.86 7.02
C 0.74 -2.33 3.99
C 0.91 -1.70 2.76
N -0.04 -0.96 2.21
H -6.18 2.30 4.51
H -5.84 2.75 2.23
H -6.25 1.07 2.59
H -4.45 2.51 0.30
H -2.31 1.64 -0.68
H -3.60 0.22 3.80
H -2.40 -1.27 4.58
H 0.20 -3.40 6.27
H -1.54 -3.50 5.97
H -0.45 -1.09 6.84
H 1.54 -2.92 4.41
H 1.82 -1.81 2.19
C -0.48 5.10 4.16
N 0.00 4.16 3.18
C 1.18 4.23 2.47
C 1.18 3.15 1.64
N 0.03 2.42 1.81
C -0.65 3.05 2.73
H 0.29 5.85 4.33
H -0.69 4.61 5.11
H -1.38 5.61 3.82
H 1.89 5.02 2.63
H 1.93 2.86 0.91
H -1.62 2.76 3.11
F 1.26 -3.69 0.96
C 1.28 -2.84 -0.26
F 2.69 -2.91 -0.58
H 0.92 -3.62 -0.97
F 4.70 -0.34 3.35
C 4.94 -0.74 2.08
F 4.41 -1.95 1.95
F 6.28 -0.89 1.99
C 4.32 0.27 1.05
O 3.02 0.13 1.01
C 4.73 1.71 1.52
F 6.02 1.82 1.94
F 4.57 2.61 0.54
F 3.98 2.12 2.55
C 5.00 0.02 -0.35
F 6.21 0.62 -0.47
F 5.22 -1.28 -0.56
F 4.24 0.48 -1.33
```

Summary:
total charge: -2
electronic energy: -162434.385 eV
orbital gap: 4.511 eV
ΔE to the lowest compared entry with this formula, charge and spin: 15.9 kJ/mol
HOMO level: -0.03908 Ha
multiplicity: 1


No. 2
The following is a DFT calculation (wB97M-V/def2-TZVPD) of a structure of composition C37H33CaN5O3PS4.

The geometry in XYZ format:
```
84
C37H33CaN5O3PS4 wB97M-V/def2-TZVPD
Ca 0.68 -0.19 1.16
C -2.31 2.44 3.52
C -1.01 1.72 3.36
N -0.10 2.07 2.53
N -0.34 3.16 1.75
C 0.52 3.43 0.73
N 0.04 4.37 -0.12
S 2.02 2.73 0.55
C -0.66 0.55 4.21
C -1.20 0.37 5.48
C -0.75 -0.69 6.25
C 0.20 -1.55 5.73
C 0.67 -1.31 4.45
N 0.26 -0.29 3.71
H -2.83 2.47 2.55
H -2.15 3.46 3.86
H -2.97 1.92 4.21
H -1.32 3.37 1.55
H -0.97 4.41 -0.24
H 0.59 4.49 -0.95
H -1.95 1.05 5.86
H -1.16 -0.84 7.24
H 0.56 -2.39 6.30
H 1.40 -1.96 3.98
S 3.48 -0.57 1.69
C 3.24 -1.86 0.57
C 4.30 -2.66 0.08
C 4.04 -3.70 -0.78
C 2.72 -3.97 -1.16
C 1.73 -3.14 -0.65
N 1.98 -2.12 0.16
H 5.31 -2.43 0.39
H 4.85 -4.31 -1.16
H 2.46 -4.79 -1.82
H 0.69 -3.30 -0.90
O -3.29 0.94 -1.11
S -2.19 1.78 -0.71
O -2.60 3.05 -0.10
O -1.18 1.11 0.11
C -1.37 2.25 -2.24
C -2.05 3.22 -2.96
C -1.60 3.64 -4.19
C -0.46 3.06 -4.73
C 0.22 2.09 -4.01
C -0.20 1.67 -2.75
P 0.75 0.31 -1.91
C 0.03 -1.09 -2.85
C 0.45 -1.51 -4.11
C -0.19 -2.56 -4.75
C -1.26 -3.19 -4.14
C -1.70 -2.77 -2.90
C -1.06 -1.72 -2.25
C 2.44 0.49 -2.58
C 3.22 -0.66 -2.73
C 4.57 -0.56 -3.05
C 5.16 0.68 -3.21
C 4.40 1.83 -3.04
C 3.05 1.73 -2.72
H -2.95 3.65 -2.53
H -2.14 4.40 -4.74
H -0.10 3.36 -5.71
H 1.11 1.64 -4.45
H 1.29 -1.02 -4.59
H 0.16 -2.89 -5.72
H -1.76 -4.02 -4.64
H -2.53 -3.26 -2.41
H -1.39 -1.43 -1.26
H 2.79 -1.64 -2.59
H 5.16 -1.47 -3.15
H 6.21 0.76 -3.45
H 4.85 2.81 -3.13
H 2.48 2.63 -2.56
S -1.04 -2.39 1.45
C -2.35 -1.84 2.49
C -3.21 -0.80 2.12
C -4.23 -0.38 2.96
C -4.43 -0.98 4.20
C -3.60 -2.03 4.57
C -2.58 -2.46 3.73
H -3.09 -0.33 1.15
H -4.88 0.43 2.64
H -5.23 -0.65 4.85
H -3.75 -2.53 5.52
H -1.94 -3.28 4.02
```

Summary:
total charge: -1
electronic energy: -123574.349 eV
orbital gap: 6.742 eV
ΔE to the lowest compared entry with this formula, charge and spin: 0.0 kJ/mol
HOMO level: -0.15951 Ha
multiplicity: 1